# 1
19
Properties=species:S:1:pos:R:3 method="wB97M-V/def2-TZVPD" multiplicity=1 total_energy_ha=-427.16174 e_above_lowest_ev=4.3770 homo_lumo_gap_ev="8.374 / 8.698" e_lumo_ev="-0.80 / -0.47" max_force_ev_per_a=7.4
C -0.07 0.90 0.99
C 0.25 -0.05 -0.17
C -0.77 -1.14 -0.25
C 0.25 0.80 -1.36
C 1.63 -0.63 0.02
C 3.15 0.20 0.37
F 3.32 1.42 0.87
C 4.25 -0.46 -0.14
N 5.17 -1.03 -0.52
H -1.14 1.14 0.80
H -0.01 0.17 1.78
H 0.47 1.76 0.98
H -1.78 -0.87 -0.38
H -0.57 -1.79 -1.10
H -0.72 -1.81 0.50
H -0.81 1.04 -1.56
H 0.72 1.80 -1.30
H 0.52 0.18 -2.27
H 1.68 -1.45 -0.65

---

# 2
22
Properties=species:S:1:pos:R:3 method="wB97M-V/def2-TZVPD" multiplicity=1 total_energy_ha=-652.97311 e_above_lowest_ev=2.8245 homo_lumo_gap_ev=10.460 e_lumo_ev=0.51 max_force_ev_per_a=4.3
C 0.07 0.74 -2.07
C -1.69 0.39 -0.37
C 3.14 0.05 1.11
C -3.37 -1.05 -0.78
C 1.67 -0.06 1.18
C 0.80 -0.59 0.10
C -0.30 0.85 -0.70
N 0.21 0.44 -3.16
O -2.29 0.78 0.63
O -0.01 2.07 0.00
O -2.13 -0.54 -1.20
F 1.65 -1.06 -0.88
H 3.72 -0.94 1.06
H 3.53 0.64 2.03
H 3.48 0.51 0.24
H -3.52 -2.06 -1.14
H -4.14 -0.30 -1.01
H -3.23 -1.19 0.26
H 1.39 0.97 1.36
H 1.61 -0.55 2.25
H -0.04 -1.32 0.29
H -0.56 2.22 0.78

---

# 3
18
Properties=species:S:1:pos:R:3 method="wB97M-V/def2-TZVPD" multiplicity=1 total_charge=+1 total_energy_ha=-327.11334 smiles="CC1=C[C@H]2[C@@H]1C=[N+]2C" e_above_lowest_ev=2.3857 homo_lumo_gap_ev=9.595 e_lumo_ev=-4.56 max_force_ev_per_a=3.6
C 2.61 0.49 -0.45
C 1.44 -0.30 -0.04
C 0.62 -1.26 -0.46
C -0.39 -1.02 0.61
C 0.47 0.24 1.12
C -0.66 1.03 0.67
N -1.37 0.05 0.19
C -2.62 -0.09 -0.53
H 2.41 1.58 -0.42
H 2.98 0.31 -1.49
H 3.57 0.55 0.26
H 0.60 -2.00 -1.31
H -0.81 -1.74 1.19
H 0.92 0.37 2.13
H -0.98 2.03 0.56
H -2.97 0.96 -0.71
H -3.28 -0.52 0.15
H -2.54 -0.67 -1.49

---

# 4
18
Properties=species:S:1:pos:R:3 method="wB97M-V/def2-TZVPD" multiplicity=1 total_charge=+1 total_energy_ha=-327.06226 smiles="C=C=C[C@H]1[NH2+]C12CC2" e_above_lowest_ev=3.7757 homo_lumo_gap_ev=10.092 e_lumo_ev=-3.60 max_force_ev_per_a=3.4
C 3.84 0.00 0.06
C 2.57 -0.17 0.12
C 1.33 -0.55 -0.14
C 0.22 0.05 0.53
N -0.55 1.28 -0.15
C -1.23 -0.04 0.09
C -2.22 -0.71 -0.71
C -2.54 -0.43 0.69
H 4.20 0.65 -0.68
H 4.48 -0.15 0.88
H 1.23 -1.15 -0.98
H 0.49 0.32 1.50
H -0.95 2.18 0.18
H -0.22 1.43 -1.15
H -2.16 -1.79 -0.93
H -2.63 -0.06 -1.53
H -3.38 0.34 0.72
H -2.48 -1.20 1.50

---

# 5
18
Properties=species:S:1:pos:R:3 method="wB97M-V/def2-TZVPD" multiplicity=3 total_charge=+1 total_energy_ha=-327.01014 e_above_lowest_ev=0.0000 homo_lumo_gap_ev="7.117 / 8.067" e_lumo_ev="-5.05 / -6.90" max_force_ev_per_a=6.2
C -1.86 -0.04 -0.21
C -2.52 1.01 0.49
C -2.70 -1.08 -0.63
C -0.25 1.65 0.64
C -0.24 0.42 -0.10
C 1.77 -1.06 0.19
C 0.70 -0.41 -0.78
N -1.72 1.74 1.12
H -3.79 -0.73 -0.55
H -2.26 -2.03 -0.96
H 0.35 1.75 1.53
H 0.05 2.52 0.06
H 2.62 -0.40 0.41
H 2.33 -1.88 -0.46
H 1.46 -1.51 1.11
H 0.17 -1.28 -1.32
H 1.30 0.10 -1.55
H -1.97 2.46 1.78

---

# 6
19
Properties=species:S:1:pos:R:3 method="wB97M-V/def2-TZVPD" multiplicity=1 total_energy_ha=-382.19551 smiles=Cc1cnc(C)c(C)n1 e_above_lowest_ev=1.5415 homo_lumo_gap_ev=9.734 e_lumo_ev=0.97 max_force_ev_per_a=5.5
C 3.05 0.24 -0.04
C 1.51 0.16 0.07
C 1.13 -1.23 -0.03
N -0.09 -1.51 -0.06
C -1.07 -0.62 0.03
C -2.52 -1.21 0.04
C -0.71 0.80 -0.04
C -1.64 2.05 -0.05
N 0.64 1.09 0.08
H 3.33 0.97 0.80
H 3.53 -0.74 0.12
H 3.56 0.65 -0.92
H 1.87 -2.03 0.08
H -2.48 -2.18 -0.43
H -3.20 -0.63 -0.64
H -3.09 -1.41 1.02
H -2.37 2.06 -0.87
H -2.24 2.03 0.86
H -1.20 2.98 0.01

---

# 7
19
Properties=species:S:1:pos:R:3 method="wB97M-V/def2-TZVPD" multiplicity=1 total_energy_ha=-382.05792 e_above_lowest_ev=5.2857 homo_lumo_gap_ev=7.751 e_lumo_ev=-0.44 max_force_ev_per_a=6.6
C 1.19 -0.26 -0.09
C 0.81 -1.23 -1.22
C -1.23 0.60 -0.37
C 0.09 0.74 0.19
N 1.61 -0.93 1.13
C -2.00 1.18 -1.27
C -0.06 1.45 1.40
C -1.50 0.00 1.00
N -1.87 -1.03 1.51
H 2.04 0.36 -0.42
H 2.41 -1.52 0.96
H 0.86 -1.51 1.50
H 1.64 -1.91 -1.42
H 0.59 -0.70 -2.15
H -0.07 -1.81 -0.91
H -3.05 0.90 -1.35
H -1.58 1.86 -2.00
H -0.60 2.39 1.39
H 0.74 1.42 2.11

---

# 8
19
Properties=species:S:1:pos:R:3 method="wB97M-V/def2-TZVPD" multiplicity=1 total_energy_ha=-381.97831 e_above_lowest_ev=7.4520 homo_lumo_gap_ev="9.997 / 6.041" e_lumo_ev="0.46 / -1.32" max_force_ev_per_a=3.7
C -1.26 0.43 -1.77
C -0.75 1.09 -2.95
C -0.30 -0.49 -1.53
C 1.56 0.08 1.48
C 1.09 -1.30 1.98
C 0.15 -0.29 1.60
C -1.15 0.21 1.85
N 0.34 0.51 -3.41
N 0.59 -0.50 -2.54
H -2.09 0.61 -0.99
H -1.09 1.98 -3.63
H 1.92 0.83 2.19
H 1.92 0.33 0.48
H 1.16 -2.10 1.28
H 1.24 -1.49 3.14
H -1.93 -0.46 2.34
H -1.57 0.45 0.80
H -1.22 1.18 2.35
H 1.40 -1.08 -2.68

---

# 9
21
Properties=species:S:1:pos:R:3 method="wB97M-V/def2-TZVPD" multiplicity=1 total_energy_ha=-532.52288 e_above_lowest_ev=6.3712 homo_lumo_gap_ev=8.922 e_lumo_ev=0.76 max_force_ev_per_a=4.8
C 0.34 -0.25 0.40
C -2.49 -1.11 0.01
C -1.68 1.51 0.64
C -1.84 1.28 -0.91
C 2.64 0.12 -0.02
C 2.37 -1.38 0.03
C -2.23 0.25 0.05
N 1.28 0.61 -0.01
N 0.99 -1.37 0.42
O -2.29 -2.15 -0.47
O -3.48 -0.33 0.40
H -0.82 1.62 1.29
H -2.44 2.03 1.05
H -2.68 1.74 -1.48
H -0.89 0.96 -1.43
H 3.21 0.48 0.88
H 3.02 0.58 -0.97
H 2.53 -1.81 -0.89
H 2.90 -1.94 0.76
H 0.92 1.47 -0.46
H 0.65 -2.31 0.73

---

# 10
20
Properties=species:S:1:pos:R:3 method="wB97M-V/def2-TZVPD" multiplicity=1 total_energy_ha=-780.25787 smiles="[H]/N=C(/C)SC#C.CC=C=N" e_above_lowest_ev=4.0154 homo_lumo_gap_ev=9.365 e_lumo_ev=0.76 max_force_ev_per_a=4.5
H -0.25 -0.69 0.21
N -1.20 -0.65 0.65
C -1.31 -1.52 1.56
C -2.53 -1.81 2.32
S 0.03 -2.69 1.89
C 1.12 -2.08 0.73
C 1.69 -1.64 -0.22
H -3.00 -2.57 1.65
H -2.38 -2.33 3.27
H -3.03 -0.96 2.47
H 2.51 -1.19 -0.81
C 0.01 2.48 -0.89
C 1.03 1.44 -1.06
C 1.79 1.46 -2.13
N 2.14 1.50 -3.28
H -0.60 2.30 0.03
H -0.59 2.39 -1.80
H 0.32 3.48 -0.83
H 1.36 0.99 -0.21
H 2.88 2.08 -3.53

---

# 11
20
Properties=species:S:1:pos:R:3 method="wB97M-V/def2-TZVPD" multiplicity=1 total_charge=+1 total_energy_ha=-436.53117 e_above_lowest_ev=6.3955 homo_lumo_gap_ev="7.277 / 7.390" e_lumo_ev="-5.90 / -5.54" max_force_ev_per_a=5.1
C 1.35 -1.56 -0.62
C 0.36 -2.37 -0.23
C -0.03 -0.27 0.49
C -3.07 0.25 -0.88
C -0.54 0.80 1.16
C -2.47 1.18 -0.50
C 2.22 0.68 -0.39
N -1.74 -1.93 0.80
N 1.18 -0.31 -0.23
N -0.56 -1.58 0.45
H 2.10 -1.97 -1.18
H 0.03 -3.33 -0.34
H -2.20 -1.06 1.03
H -1.37 0.73 1.70
H -0.07 1.69 1.19
H -2.25 2.08 -0.05
H -3.39 -0.58 -1.40
H 1.71 1.41 -0.95
H 2.33 1.21 0.63
H 3.17 0.37 -0.90

---

# 12
21
Properties=species:S:1:pos:R:3 method="wB97M-V/def2-TZVPD" multiplicity=1 total_charge=+1 total_energy_ha=-834.67973 e_above_lowest_ev=6.4505 homo_lumo_gap_ev="6.848 / 5.476" e_lumo_ev="-5.22 / -6.15" max_force_ev_per_a=4.1
C 0.96 0.88 1.70
N 0.33 1.01 0.38
C -1.11 0.66 0.48
C -1.63 -0.50 0.16
N -1.37 -1.81 0.00
N -0.58 -2.61 -0.68
C -0.23 -2.46 -2.01
S -0.59 -3.96 -2.74
C 0.13 -1.22 -2.60
C 0.20 -0.02 -1.85
C 0.74 -0.11 -0.59
H 2.06 1.10 1.65
H 0.48 1.44 2.52
H 0.86 -0.21 2.01
H 0.34 1.93 -0.06
H -1.70 1.61 0.46
H -2.71 -0.27 0.23
H -0.69 -3.52 -0.31
H -0.04 -1.21 -3.72
H -0.26 0.81 -2.41
H 1.35 -0.91 -0.28